# 1
# C37H83N8O7

7 unconnected molecules or ions with the total composition C37H83N8O7 (the ωB97M-V functional and the def2-TZVPD basis, OMol25).

Calculated values
total energy = -2423.98694 hartree
total charge = +1
frontier orbital gap = 7.8 eV
maximum force = 0.63 eV/Å

Cartesian coordinates (Å):
O -1.57502 -0.87783 -1.68954
C -0.15104 -0.82552 -1.50956
C 0.42463 0.58652 -1.65613
C -0.32090 1.52509 -2.60784
C -1.56860 2.16642 -1.96949
C -2.87171 1.56733 -2.34791
N -3.93261 1.43316 -1.55988
C -4.98843 0.82395 -2.22111
C -6.29119 0.50516 -1.62544
C -7.43113 1.13327 -2.10702
C -8.67018 0.81719 -1.57799
C -8.75800 -0.11853 -0.56222
C -7.62205 -0.74552 -0.07770
C -6.38375 -0.43816 -0.60933
C -4.53360 0.59390 -3.47674
N -3.23052 1.06437 -3.53156
H -1.75667 -1.11930 -2.60205
H 0.33031 -1.53710 -2.18243
H 0.04472 -1.17648 -0.49617
H 0.51297 1.05867 -0.67469
H 1.45003 0.48702 -2.02357
H -0.55238 1.02959 -3.55607
H 0.35777 2.33923 -2.86750
H -1.61008 3.22962 -2.23596
H -1.47918 2.13607 -0.88227
H -3.96606 1.71249 -0.59075
H -7.33450 1.86079 -2.90415
H -9.56250 1.31025 -1.94072
H -9.72609 -0.37248 -0.14979
H -7.70782 -1.48113 0.71156
H -5.49036 -0.93643 -0.25065
H -5.02097 0.12739 -4.31498
H -2.65606 1.01956 -4.35679
C 2.84393 7.00525 -2.55324
C 2.27657 6.30803 -1.32206
C 1.37889 5.10671 -1.64013
O 0.08174 5.42954 -2.11701
C 0.01206 5.77150 -3.48985
N 1.61427 7.29896 -0.47295
H 2.10537 7.65332 -3.02693
H 3.68923 7.62863 -2.27020
H 3.19906 6.28347 -3.29157
H 3.12220 5.90711 -0.75479
H 1.21091 4.55347 -0.71144
H 1.87737 4.42612 -2.34606
H 0.72677 5.19003 -4.08107
H 0.19399 6.83406 -3.65699
H -0.99888 5.54606 -3.83259
H 1.35698 6.88265 0.41652
H 0.73432 7.56306 -0.90635
C 3.95371 -4.34854 2.18573
C 2.46894 -4.08157 2.40576
C 1.74600 -3.53327 1.17056
O 2.00410 -2.16901 0.87827
C 3.21975 -1.91816 0.19791
N 2.30107 -3.22504 3.58265
H 4.53922 -3.42917 2.21715
H 4.33656 -4.99838 2.97127
H 4.13035 -4.84321 1.22865
H 1.99341 -5.04151 2.63301
H 0.66928 -3.58666 1.35470
H 1.95950 -4.15134 0.28804
H 3.45670 -2.72381 -0.50328
H 4.05601 -1.78732 0.88692
H 3.09551 -0.98904 -0.36086
H 1.31559 -3.15032 3.81683
H 2.58187 -2.28057 3.33466
C -9.89923 3.42143 1.19478
C -8.76033 4.17568 0.51781
C -8.17147 5.30882 1.36690
O -8.96499 6.47053 1.43691
C -10.01932 6.44112 2.38191
N -9.20599 4.63107 -0.80224
H -10.83742 3.97408 1.15720
H -10.06727 2.47106 0.68767
H -9.66827 3.21015 2.24040
H -7.94593 3.45919 0.35541
H -7.23588 5.63002 0.89963
H -7.92751 4.95134 2.37703
H -9.73184 5.88327 3.27822
H -10.93094 6.00648 1.96551
H -10.22959 7.47153 2.66281
H -8.41806 5.02404 -1.30854
H -9.83753 5.41617 -0.66785
C -1.69617 -7.52460 6.08461
C -0.21823 -7.14572 6.09721
C 0.34050 -6.75266 4.72476
O 0.57364 -7.83110 3.84027
C -0.56357 -8.31917 3.15658
N 0.54290 -8.22350 6.72889
H -1.84830 -8.53431 5.70350
H -2.09289 -7.50169 7.09857
H -2.28097 -6.83372 5.47340
H -0.11220 -6.25828 6.72913
H 1.31977 -6.29154 4.87980
H -0.30114 -6.00154 4.23983
H -1.25965 -7.50927 2.91501
H -1.09033 -9.08437 3.73069
H -0.21568 -8.77298 2.22864
H 1.50412 -7.92991 6.87223
H 0.60348 -8.99977 6.07595
C 5.30946 -10.62323 1.39052
C 4.10305 -9.69236 1.31656
C 4.17443 -8.66578 0.17930
O 5.05810 -7.58541 0.40779
C 6.42604 -7.84889 0.16059
N 3.90082 -9.06926 2.62582
H 6.16753 -10.13184 1.84870
H 5.07100 -11.49033 2.00481
H 5.60315 -10.97712 0.40037
H 3.22410 -10.31197 1.11113
H 3.18658 -8.20831 0.07512
H 4.41371 -9.15298 -0.77596
H 6.55233 -8.53358 -0.68341
H 6.92841 -8.26404 1.03698
H 6.90029 -6.89881 -0.08374
H 3.02129 -8.55858 2.63715
H 4.61714 -8.35850 2.74765
C 8.94741 8.55115 -3.60734
C 8.35916 7.82519 -2.40162
C 7.43678 6.65514 -2.76317
O 6.15308 7.02599 -3.23083
C 6.08756 7.40624 -4.59134
N 7.71502 8.80479 -1.52458
H 8.22292 9.22733 -4.06126
H 9.79882 9.15496 -3.29709
H 9.28781 7.84810 -4.36997
H 9.19255 7.38812 -1.84288
H 7.25245 6.07605 -1.85457
H 7.92063 5.98542 -3.48716
H 6.78527 6.82418 -5.20084
H 6.29215 8.47004 -4.73071
H 5.07168 7.20967 -4.93527
H 7.44236 8.36205 -0.65262
H 6.84186 9.09513 -1.95557

# 2
# C37H84NO18S5

6 unconnected molecules or ions with the total composition C37H84NO18S5 in a non-equilibrium geometry (the ωB97M-V functional and the def2-TZVPD basis, OMol25).

Calculated values
total energy = -4859.91471 hartree
total charge = +1
frontier orbital gap = 9.4 eV
energy above the lowest of the compared OMol25 structures with the same formula, charge and spin = 14.34 kcal per mole
maximum force = 1.56 eV/Å

Cartesian coordinates (Å):
C -5.48712 -0.79700 3.34459
C -4.36710 -1.76016 3.73265
C -4.29920 -2.95942 2.77644
C -3.41725 -2.62740 1.53902
C -3.93793 -3.27704 0.23823
C -2.86486 -3.96494 -0.62591
C -1.49618 -3.29638 -0.58251
C -0.65721 -3.53741 -1.83961
C 0.82361 -3.24414 -1.60521
C 1.52535 -4.29578 -0.74636
C 2.90276 -3.88950 -0.24104
C 2.86254 -2.58826 0.57294
C 2.03094 -2.80642 1.83202
C 1.78873 -1.57772 2.72656
C 1.81000 -0.28165 1.90711
N 1.12695 0.86129 2.59618
C -0.26272 0.39481 2.97634
C -1.13613 1.51673 3.53715
C -2.37425 1.69249 2.68437
O -1.91822 2.15474 1.39755
C -2.28741 1.39039 0.32276
O -2.22743 0.17083 0.35506
C -2.65341 2.17105 -0.90813
C -1.45034 2.09541 -1.87918
C -0.00111 -0.68998 4.00555
O 0.56286 -1.81831 3.39752
H -5.54467 -0.70068 2.26231
H -5.29963 0.18337 3.77948
H -6.44003 -1.13988 3.73812
H -4.47354 -2.12231 4.75185
H -3.41450 -1.22497 3.69759
H -5.28719 -3.28737 2.46804
H -3.79251 -3.76686 3.30512
H -3.46933 -1.54512 1.41843
H -2.41167 -2.95921 1.77427
H -4.51637 -2.57647 -0.35940
H -4.64946 -4.04808 0.53336
H -2.80073 -5.02355 -0.38359
H -3.20302 -3.92726 -1.66498
H -0.94013 -3.74351 0.24493
H -1.55909 -2.23084 -0.36532
H -0.82241 -4.53153 -2.25185
H -1.00614 -2.81808 -2.58527
H 0.90031 -2.23045 -1.20566
H 1.31546 -3.22410 -2.58052
H 0.87834 -4.57850 0.08161
H 1.63748 -5.19414 -1.35383
H 3.25223 -4.67819 0.42828
H 3.61331 -3.80600 -1.05999
H 3.89441 -2.32631 0.80591
H 2.42921 -1.84220 -0.08734
H 2.50493 -3.57457 2.43740
H 1.03344 -3.15754 1.57072
H 2.61342 -1.54217 3.44938
H 1.25954 -0.44628 0.98583
H 2.83302 -0.01077 1.67254
H 1.11187 1.67651 1.98597
H 1.59660 1.09649 3.47290
H -0.68081 -0.04216 2.07225
H -0.60415 2.46386 3.53081
H -1.44062 1.22254 4.53963
H -3.01339 2.46437 3.10308
H -2.93381 0.76349 2.60530
H -2.83143 3.19682 -0.59988
H -3.55088 1.74530 -1.33962
H -1.16947 3.06065 -2.28414
H -0.58749 1.67355 -1.36877
H -1.67562 1.42430 -2.70273
H 0.63984 -0.28310 4.79861
H -0.96660 -0.98634 4.40379
O 0.52398 6.51831 3.36985
S 1.30414 5.33170 3.48627
O 1.06773 4.39156 4.54520
O 2.83772 5.70283 3.44792
C 3.32304 6.69414 4.39359
C 3.46610 6.14222 5.79631
C 1.23494 4.45659 1.95844
H 2.67018 7.56671 4.36798
H 4.29163 6.99800 4.00475
H 2.49787 5.89446 6.22909
H 3.94448 6.88269 6.43597
H 4.06949 5.23447 5.79244
H 1.42989 5.14199 1.13873
H 0.22798 4.04527 1.87539
H 1.97873 3.66145 1.97993
O 1.34345 3.62222 -3.51726
S 1.89830 2.83212 -4.57877
O 3.24767 2.36168 -4.49264
O 1.69137 3.59368 -5.94878
C 2.17142 4.95534 -6.05395
C 3.67621 5.03297 -6.21355
C 0.84403 1.46645 -4.91661
H 1.82744 5.52945 -5.19258
H 1.67751 5.35837 -6.93484
H 4.19062 4.69602 -5.31446
H 3.97459 6.06223 -6.41102
H 4.00698 4.40290 -7.03865
H -0.17851 1.82427 -5.00334
H 0.93755 0.77573 -4.08062
H 1.16878 0.98575 -5.83710
O -6.36121 -2.25473 6.79301
S -6.23628 -3.15352 7.90039
O -7.21007 -4.17105 8.13175
O -6.03701 -2.30141 9.22557
C -7.02514 -1.29046 9.53098
C -8.31397 -1.87729 10.06953
C -4.64010 -3.89537 7.87168
H -7.20216 -0.67671 8.64653
H -6.55654 -0.65747 10.28148
H -8.83330 -2.46085 9.31108
H -8.97676 -1.07643 10.39701
H -8.11123 -2.53775 10.91205
H -3.89362 -3.12062 7.72077
H -4.63426 -4.60033 7.04320
H -4.48148 -4.41761 8.81103
O 9.03682 1.75887 -5.24358
S 8.91880 1.16657 -3.94786
O 8.84473 -0.25426 -3.80871
O 7.68433 1.83123 -3.19538
C 6.40871 1.83626 -3.87875
C 5.75443 0.46892 -3.85777
C 10.18447 1.78226 -2.89191
H 6.53126 2.20616 -4.89723
H 5.79183 2.55440 -3.34365
H 6.32355 -0.24882 -4.44694
H 4.74994 0.53021 -4.26870
H 5.70219 0.08561 -2.83749
H 10.22042 2.86424 -2.97948
H 11.11955 1.34049 -3.22840
H 9.96870 1.47508 -1.87250
O -2.00905 -0.15236 -8.15455
S -1.08720 -1.21675 -7.90415
O 0.28956 -0.92928 -7.63240
O -1.18734 -2.28222 -9.07083
C -1.03102 -1.81454 -10.43261
C 0.41277 -1.52498 -10.78842
C -1.71180 -2.24817 -6.62094
H -1.66756 -0.94340 -10.59197
H -1.41796 -2.62081 -11.05131
H 0.79931 -0.67588 -10.22674
H 0.49238 -1.29550 -11.85069
H 1.04315 -2.38458 -10.56246
H -2.74982 -2.48559 -6.83496
H -1.63231 -1.68581 -5.69313
H -1.10421 -3.14749 -6.56930

Going through the records in order, we get lowest unoccupied orbital energy values of -2.449 -2.612 eV.